1.
Molecular formula: C8H23N2O3Si
Method: DFT, wB97M-V/def2-TZVPD

The geometry in XYZ format:
```
37
Properties=species:S:1:pos:R:3:forces:R:3:mulliken_charge:R:1
C -0.14843 0.81877 1.99004 -0.13 -0.03 -0.28 -1.65
C -1.86250 -0.87016 1.18902 0.19 0.23 -0.22 -1.67
C 2.75047 0.39596 -1.88940 0.44 0.41 -0.11 -0.65
C 3.03605 -2.38183 1.45148 0.37 -0.09 0.64 -0.60
C -0.28950 -3.75316 -1.04736 -0.26 -0.53 0.02 -0.62
C -2.06924 3.16982 -0.85444 -0.04 -0.16 0.08 -0.63
C -2.30641 1.92068 0.00441 -0.33 0.37 -0.02 -0.68
C -0.73786 0.06541 0.82202 1.78 -1.70 -0.49 0.58
N -0.65344 3.50710 -0.71966 0.08 0.45 0.01 -0.56
N -1.16213 1.00396 -0.25316 0.16 -0.06 -0.11 -0.09
O 1.58867 -0.35870 -1.64729 -0.27 -0.20 -0.05 -0.32
O 2.46154 -2.18622 0.18757 -0.34 0.11 -0.68 -0.14
O 0.23792 -2.48806 -1.36567 0.13 0.29 -0.18 -0.29
Si 1.26546 -1.53204 -0.61333 -1.93 1.58 0.93 0.60
H -0.90726 1.35704 2.56837 -0.05 0.09 0.10 0.42
H 0.60592 1.53110 1.65912 0.11 0.08 0.06 0.39
H 0.32687 0.11890 2.67091 0.03 -0.04 0.06 0.42
H -2.27189 -1.35246 0.30392 -0.12 -0.13 -0.08 0.37
H -1.49133 -1.64547 1.84874 0.04 -0.12 0.12 0.42
H -2.67480 -0.36008 1.71328 -0.18 0.08 0.08 0.39
H 2.67946 1.35330 -1.36967 0.06 -0.01 -0.05 0.27
H 2.81131 0.57139 -2.96334 0.08 0.03 0.08 0.27
H 3.64628 -0.12595 -1.55717 0.06 -0.02 0.00 0.30
H 2.26814 -2.55362 2.20475 0.01 -0.01 0.01 0.29
H 3.63085 -1.51023 1.73041 -0.03 -0.09 -0.01 0.29
H 3.68355 -3.25740 1.38583 -0.06 0.11 0.08 0.27
H -1.37777 -3.68186 -1.03012 0.07 -0.06 0.03 0.24
H 0.06518 -4.11178 -0.08275 0.01 -0.06 0.06 0.29
H 0.01161 -4.45453 -1.82605 -0.05 -0.01 0.10 0.26
H -2.26950 2.94277 -1.90327 -0.01 0.03 0.02 0.39
H -2.75182 3.96584 -0.54182 0.03 -0.10 -0.06 0.37
H -3.25828 1.44500 -0.22506 0.10 -0.07 0.06 0.41
H -2.28962 2.19555 1.06059 0.02 -0.14 -0.07 0.31
H -0.48442 4.01984 0.13980 0.03 0.05 -0.07 0.20
H -0.33315 4.08473 -1.48579 0.03 0.00 0.02 0.21
H -1.33069 0.46007 -1.10153 0.07 0.14 0.05 0.43
H -0.39922 1.69629 -0.45338 -0.09 -0.41 -0.14 0.51
```
Positions in Å, forces in eV/Å.

Properties
Energy above the lowest of the compared OMol25 structures with the same formula, charge and spin = 0.0 kJ/mol
Total charge = +1
HOMO-LUMO gap = 8.32 eV
LUMO = -2.611 eV



2.
Molecular formula: C8H24AgFO8
Method: DFT, wB97M-V/def2-TZVPD

The geometry in XYZ format:
```
42
Properties=species:S:1:pos:R:3:forces:R:3:mulliken_charge:R:1
Ag -0.11820 -2.20657 -2.46467 -0.41 0.72 1.34 0.72
F -0.66629 -0.92386 -0.41547 0.48 -0.33 -1.06 -0.47
C 1.49286 1.41062 0.97183 0.51 -0.16 0.59 -0.21
C 2.90184 1.89696 1.43091 -0.54 0.43 -1.19 -0.56
O 3.04142 3.27059 1.13356 -0.57 1.37 -0.33 -0.53
O 1.30444 1.15649 -0.45634 0.65 0.68 1.78 -0.60
H 0.76804 2.08576 1.42672 -0.08 0.95 -0.76 0.38
H 1.18930 0.54839 1.56555 0.62 -0.83 -0.24 0.28
H 3.72990 1.44443 0.88535 -0.21 -1.01 0.40 0.36
H 2.98132 1.85749 2.51729 -0.02 -0.88 0.04 0.25
H 3.92227 3.50923 0.83567 -0.05 -0.32 0.05 0.31
H 0.56110 0.54920 -0.44027 -0.38 -0.47 -0.31 0.19
C 3.67405 -3.20294 0.31040 -0.41 0.15 -0.24 -0.59
C 2.65576 -2.02669 0.33996 -0.54 -0.16 1.23 0.10
O 1.31991 -2.50290 0.74592 1.67 -1.04 -0.70 -0.53
O 3.61599 -3.95388 1.48993 -0.34 -0.26 0.33 -0.54
H 4.73957 -2.98100 0.25110 -0.17 1.08 -0.20 0.32
H 3.51512 -3.82138 -0.57299 -0.47 -0.30 -0.21 0.28
H 2.58301 -1.45450 -0.58492 0.23 -0.08 -0.15 0.35
H 2.92044 -1.35857 1.15951 0.47 0.25 -0.21 0.06
H 0.63192 -1.89948 0.45585 -0.31 0.58 -0.20 0.18
H 2.68654 -4.11456 1.66854 -0.26 -0.10 0.19 0.34
C -3.51151 -0.53608 1.81689 0.66 -1.73 0.20 -0.53
C -3.55137 -2.08949 1.56664 1.07 2.00 -0.42 -0.26
O -2.77770 -2.45427 0.43893 -0.94 -1.05 -0.25 -0.55
O -2.18268 -0.06689 2.10049 -0.74 -0.09 0.82 -0.51
H -4.11080 -0.55609 2.72714 0.17 1.14 0.27 0.33
H -3.96215 0.08767 1.04491 -0.20 -0.29 -0.12 0.28
H -4.59896 -2.38456 1.50661 -0.01 -0.18 -0.55 0.35
H -3.14308 -2.55642 2.46295 0.14 -0.05 0.14 0.23
H -2.12996 -1.78816 0.19741 0.29 0.39 0.24 0.31
H -1.60792 -0.02544 1.33268 -0.31 -0.25 -0.47 0.24
C -1.20322 1.91248 -2.61221 -2.24 0.66 1.31 0.17
C -2.20752 3.04028 -2.90263 -0.65 1.22 0.06 -0.60
O -1.62322 4.12231 -3.60913 0.88 -0.10 -1.46 -0.52
O -2.08958 0.86799 -2.06933 1.30 0.64 -0.78 -0.53
H -0.55880 2.30135 -1.82379 0.38 -0.36 -0.11 0.14
H -0.62005 1.55361 -3.46028 -0.20 0.24 -0.21 0.19
H -2.61216 3.63766 -2.08562 0.37 -1.26 1.51 0.27
H -3.15074 2.67224 -3.30634 0.31 -0.49 -0.91 0.35
H -2.29146 4.60282 -4.10326 -0.03 -0.09 0.03 0.29
H -1.51763 0.37631 -1.47542 -0.11 -0.58 0.57 0.23
```
Positions in Å, forces in eV/Å.

Properties
Energy above the lowest of the compared OMol25 structures with the same formula, charge and spin = 191.9 kJ/mol
HOMO-LUMO gap = 6.50 eV
LUMO = -3.012 eV